Density functional theory data (ωB97M-V/def2-TZVPD) for a structure of composition C46H57BGeN7RuS3.

- E (eV) = -151341.603
- 2S+1 = 2
- orbital gap (alpha / beta) (Eh) = 0.2189 / 0.2362
- charge = 0
- HOMO level (alpha / beta) (eV) = -5.459 / -5.930

Structure (XYZ):
```
116
Properties=species:S:1:pos:R:3:mulliken_spin:R:1
Ru 0.150 0.202 -0.522 0.15
C -1.180 5.289 1.048 0.00
C -0.611 4.380 2.132 0.00
C -0.619 5.145 3.455 0.00
C 0.825 3.949 1.833 0.01
N -1.462 3.156 2.265 0.00
C -2.081 2.744 3.436 0.00
C -2.631 1.544 3.188 0.00
N -2.353 1.205 1.878 0.00
B -2.696 -0.270 1.485 0.02
N -1.814 -1.233 2.298 0.00
C -2.319 -2.375 2.879 0.00
C -1.294 -3.036 3.440 0.00
N -0.144 -2.302 3.187 0.00
C -0.472 -1.214 2.454 0.01
S 0.572 0.020 1.833 0.01
C 1.231 -2.700 3.611 0.00
C 2.075 -2.954 2.368 0.00
C 1.155 -3.989 4.426 0.00
C 1.814 -1.599 4.489 0.00
N -2.728 -0.657 -0.024 0.02
C -3.838 -0.263 -0.746 0.00
C -3.729 -0.750 -1.998 0.00
N -2.521 -1.430 -2.085 0.00
C -1.900 -1.368 -0.851 -0.02
S -0.440 -2.216 -0.427 0.01
C -2.230 -2.418 -3.182 0.00
C -3.169 -2.150 -4.360 0.00
C -0.802 -2.292 -3.708 0.00
C -2.511 -3.814 -2.631 0.00
C -1.647 2.204 1.322 0.00
S -1.097 2.270 -0.308 -0.01
H -0.581 6.201 0.999 0.00
H -2.209 5.566 1.288 0.00
H -1.160 4.805 0.072 0.00
H 0.002 6.033 3.329 0.00
H -0.193 4.556 4.268 0.00
H -1.621 5.478 3.731 0.00
H 1.462 4.836 1.795 0.00
H 0.897 3.422 0.881 0.00
H 1.192 3.285 2.620 -0.01
H -2.078 3.323 4.337 0.00
H -3.180 0.885 3.837 0.00
H -3.834 -0.441 1.862 0.00
H -3.370 -2.604 2.857 0.00
H -1.289 -3.950 3.998 0.00
H 1.603 -3.712 1.738 0.00
H 3.060 -3.320 2.666 0.00
H 2.199 -2.046 1.782 0.01
H 0.763 -4.820 3.838 0.00
H 0.555 -3.868 5.331 0.00
H 2.169 -4.249 4.732 0.00
H 1.918 -0.665 3.938 0.00
H 2.802 -1.902 4.838 0.00
H 1.175 -1.436 5.361 0.00
H -4.608 0.346 -0.303 0.00
H -4.388 -0.622 -2.834 0.00
H -3.109 -1.111 -4.690 0.00
H -4.206 -2.404 -4.137 0.00
H -2.848 -2.781 -5.191 0.00
H -0.696 -1.393 -4.315 0.00
H -0.604 -3.156 -4.347 0.00
H -0.068 -2.277 -2.906 0.00
H -3.534 -3.870 -2.253 0.00
H -1.818 -4.065 -1.828 0.00
H -2.399 -4.547 -3.434 0.00
C -0.032 1.362 -6.933 0.00
C 0.014 1.139 -5.449 0.00
C 1.168 0.715 -4.804 0.02
C 1.155 0.504 -3.436 0.06
N 0.066 0.679 -2.675 -0.01
C -1.046 1.097 -3.294 -0.01
C -1.108 1.340 -4.651 0.00
H 0.955 1.254 -7.381 0.00
H -0.409 2.360 -7.165 0.00
H -0.702 0.642 -7.407 0.00
H 2.085 0.548 -5.354 0.00
H 2.044 0.200 -2.895 -0.01
H -1.905 1.279 -2.657 0.01
H -2.037 1.698 -5.079 0.00
C 1.965 0.909 -0.542 0.77
Ge 3.695 0.286 -0.009 0.00
C 3.925 -1.639 -0.303 0.02
C 4.959 -2.388 0.263 0.00
C 5.086 -3.747 0.004 0.00
C 4.180 -4.384 -0.835 0.00
C 3.153 -3.652 -1.417 0.00
C 3.032 -2.293 -1.154 -0.02
C 5.042 1.221 -1.110 0.02
C 4.913 1.259 -2.499 -0.02
C 5.844 1.911 -3.297 0.01
C 6.936 2.543 -2.715 0.00
C 7.091 2.507 -1.336 0.00
C 6.153 1.850 -0.545 0.00
C 4.142 0.805 1.840 0.04
C 4.057 2.170 2.136 0.02
C 4.312 2.652 3.412 0.00
C 4.665 1.772 4.429 0.00
C 4.746 0.415 4.158 0.00
C 4.479 -0.062 2.877 0.02
H 2.035 1.983 -0.757 -0.10
H 5.691 -1.908 0.901 0.00
H 5.896 -4.308 0.455 0.00
H 4.276 -5.444 -1.036 0.00
H 2.439 -4.141 -2.071 0.00
H 2.199 -1.742 -1.580 0.00
H 4.069 0.764 -2.978 -0.03
H 5.718 1.925 -4.373 0.00
H 7.663 3.055 -3.333 0.00
H 7.943 2.990 -0.872 0.00
H 6.297 1.831 0.530 0.00
H 3.780 2.871 1.354 0.00
H 4.236 3.714 3.613 0.00
H 4.872 2.144 5.425 0.00
H 5.012 -0.280 4.946 0.00
H 4.519 -1.129 2.701 0.00
```

---

Density functional theory data (ωB97M-V/def2-TZVPD) for a cluster of 10 separate species, C51H117N5O10 in total at a distorted geometry.

- E (eV) = -82703.525
- SMILES = CC1(C)CCCC(C)(C)N1O.CC1(C)CCCC(C)(C)N1O.CC1(C)CCCC(C)(C)N1O.CC1(C)CCCC(C)(C)N1O.CC1(C)CCCC(C)(C)N1O.CC(C)O.CC(C)O.O.O.O
- orbital gap (Eh) = 0.3337
- charge = 0
- HOMO level (eV) = -8.753

Structure (XYZ):
```
183
Properties=species:S:1:pos:R:3:lowdin_charge:R:1
C -17.036 -19.216 -5.740 -0.01
C -17.222 -20.785 -5.620 -0.53
C -18.364 -21.149 -4.728 -0.04
C -17.480 -21.305 -7.012 -0.15
C -16.242 -21.253 -7.901 -0.19
C -15.144 -22.043 -7.234 -0.15
C -14.785 -21.556 -5.827 -0.56
C -14.042 -22.635 -5.133 -0.05
C -13.946 -20.294 -5.897 -0.02
N -16.063 -21.515 -5.101 -0.06
O -15.789 -21.060 -3.720 -0.03
H -16.300 -18.870 -6.424 0.05
H -17.911 -18.623 -5.999 0.09
H -16.832 -18.812 -4.752 0.07
H -18.280 -22.174 -4.372 0.09
H -18.262 -20.517 -3.849 0.08
H -19.396 -21.085 -5.179 0.11
H -17.733 -22.352 -6.990 0.12
H -18.276 -20.715 -7.458 0.12
H -16.464 -21.720 -8.888 0.12
H -15.830 -20.238 -8.152 0.11
H -14.199 -22.067 -7.791 0.12
H -15.492 -23.060 -7.194 0.11
H -13.848 -22.463 -4.076 0.08
H -13.079 -22.784 -5.694 0.09
H -14.549 -23.642 -5.280 0.11
H -13.053 -20.632 -6.431 0.07
H -13.664 -19.896 -4.908 0.10
H -14.370 -19.510 -6.509 0.06
H -15.638 -20.104 -3.851 0.07
C -14.907 -20.463 -14.806 -0.02
C -15.129 -18.945 -15.001 -0.48
C -14.520 -18.477 -16.345 -0.01
C -16.641 -18.744 -14.825 -0.16
C -17.009 -17.302 -14.713 -0.17
C -16.278 -16.673 -13.463 -0.11
C -14.745 -16.866 -13.541 -0.52
C -14.193 -15.811 -14.574 0.00
C -14.140 -16.572 -12.178 -0.03
N -14.480 -18.253 -13.848 -0.10
O -13.076 -18.403 -14.013 -0.04
H -15.230 -20.751 -13.808 0.07
H -15.497 -20.994 -15.576 0.10
H -13.945 -20.867 -14.919 0.05
H -14.603 -17.386 -16.462 0.07
H -13.512 -18.841 -16.547 0.08
H -15.093 -18.961 -17.138 0.08
H -17.091 -19.149 -15.754 0.13
H -16.984 -19.401 -14.018 0.12
H -16.665 -16.805 -15.643 0.11
H -18.090 -17.142 -14.718 0.11
H -16.610 -17.141 -12.508 0.12
H -16.466 -15.564 -13.410 0.13
H -15.021 -15.567 -15.260 0.08
H -13.339 -16.263 -14.985 0.04
H -13.907 -14.886 -14.065 0.09
H -14.307 -17.354 -11.429 0.08
H -14.469 -15.598 -11.793 0.10
H -13.067 -16.442 -12.241 0.05
H -12.833 -18.954 -13.241 0.07
C -7.835 -21.506 -10.729 -0.02
C -6.617 -22.461 -10.979 -0.48
C -6.553 -22.617 -12.532 -0.05
C -5.299 -21.772 -10.562 -0.16
C -5.059 -21.712 -9.078 -0.19
C -5.175 -23.099 -8.566 -0.17
C -6.429 -23.900 -8.917 -0.50
C -6.247 -25.390 -8.548 -0.03
C -7.683 -23.347 -8.259 -0.03
N -6.533 -23.845 -10.430 -0.09
O -7.731 -24.468 -10.821 -0.06
H -8.757 -22.071 -10.449 0.08
H -7.707 -20.861 -9.844 0.06
H -8.010 -20.874 -11.620 0.09
H -6.216 -21.702 -13.014 0.08
H -5.922 -23.478 -12.796 0.09
H -7.551 -22.775 -13.017 0.07
H -4.468 -22.209 -11.112 0.12
H -5.525 -20.778 -11.062 0.14
H -4.033 -21.312 -8.857 0.13
H -5.807 -21.003 -8.585 0.11
H -5.080 -23.075 -7.495 0.12
H -4.268 -23.622 -8.914 0.13
H -6.015 -25.445 -7.459 0.09
H -5.386 -25.795 -9.071 0.08
H -7.102 -26.002 -8.832 0.08
H -7.802 -23.780 -7.223 0.10
H -8.536 -23.727 -8.825 0.08
H -7.699 -22.242 -8.189 0.06
H -7.433 -25.013 -11.586 0.12
C -10.306 -21.009 -4.089 -0.04
C -9.469 -19.935 -4.770 -0.52
C -8.535 -19.281 -3.732 -0.01
C -8.760 -20.597 -5.926 -0.17
C -8.107 -19.589 -6.842 -0.15
C -9.242 -18.672 -7.411 -0.13
C -10.005 -17.951 -6.308 -0.49
C -9.117 -16.813 -5.726 -0.02
C -11.241 -17.226 -6.896 -0.03
N -10.474 -18.985 -5.340 -0.06
O -11.056 -18.273 -4.246 -0.06
H -10.965 -21.465 -4.844 0.07
H -9.715 -21.784 -3.622 0.08
H -10.978 -20.554 -3.325 0.10
H -7.943 -18.488 -4.127 0.05
H -9.171 -18.848 -2.930 0.10
H -7.896 -20.020 -3.322 0.08
H -7.961 -21.311 -5.547 0.15
H -9.460 -21.259 -6.419 0.11
H -7.371 -18.995 -6.220 0.12
H -7.543 -20.029 -7.705 0.08
H -9.902 -19.337 -7.961 0.09
H -8.972 -17.894 -8.167 0.12
H -8.062 -17.075 -5.780 0.08
H -9.427 -16.473 -4.746 0.08
H -9.348 -15.920 -6.320 0.07
H -10.973 -16.605 -7.765 0.05
H -11.758 -16.661 -6.114 0.08
H -12.070 -17.954 -7.207 0.10
H -10.296 -17.744 -3.918 0.06
C -8.483 -15.522 -12.442 0.01
C -9.564 -14.425 -12.127 -0.50
C -9.884 -13.631 -13.406 -0.04
C -10.906 -14.975 -11.652 -0.15
C -10.916 -15.398 -10.210 -0.19
C -10.356 -14.269 -9.284 -0.11
C -9.003 -13.727 -9.739 -0.54
C -8.795 -12.378 -9.035 -0.03
C -7.968 -14.700 -9.323 -0.06
N -9.137 -13.405 -11.173 -0.09
O -7.903 -12.908 -11.649 -0.02
H -8.772 -16.198 -13.238 0.08
H -7.603 -15.050 -12.844 0.07
H -8.191 -16.024 -11.492 0.07
H -10.517 -12.713 -13.195 0.11
H -8.946 -13.316 -13.881 0.08
H -10.312 -14.317 -14.148 0.08
H -11.732 -14.204 -11.775 0.14
H -11.195 -15.780 -12.309 0.09
H -11.906 -15.653 -9.822 0.11
H -10.361 -16.317 -10.059 0.07
H -10.307 -14.756 -8.322 0.09
H -11.087 -13.433 -9.368 0.13
H -7.941 -11.772 -9.260 0.07
H -8.890 -12.529 -7.945 0.09
H -9.615 -11.703 -9.366 0.09
H -8.053 -15.725 -9.694 0.06
H -7.909 -14.902 -8.219 0.10
H -6.890 -14.471 -9.562 0.11
H -7.341 -13.672 -11.577 0.06
C -10.955 -18.868 -10.469 -0.04
C -11.321 -20.235 -10.976 -0.41
C -11.786 -21.174 -9.859 -0.03
O -12.371 -20.166 -11.992 -0.09
H -10.901 -18.234 -11.346 0.08
H -9.954 -18.850 -9.998 0.08
H -11.687 -18.413 -9.795 0.08
H -10.478 -20.751 -11.368 0.09
H -11.376 -22.172 -9.601 0.09
H -12.850 -21.439 -9.950 0.07
H -11.796 -20.620 -8.905 0.07
H -13.178 -20.165 -11.444 0.05
C -9.649 -23.591 -14.988 -0.08
C -10.987 -22.926 -14.705 -0.47
C -11.977 -23.936 -14.131 -0.06
O -10.824 -21.807 -13.783 -0.06
H -9.151 -24.064 -14.114 0.07
H -9.101 -22.771 -15.461 0.08
H -9.785 -24.429 -15.755 0.11
H -11.279 -22.567 -15.729 0.14
H -12.958 -23.467 -14.014 0.07
H -11.477 -24.331 -13.238 0.09
H -12.270 -24.718 -14.800 0.07
H -11.556 -21.671 -13.184 0.04
O -15.062 -19.709 -11.145 -0.07
H -15.087 -19.441 -12.097 0.03
H -15.959 -19.870 -10.866 0.04
O -9.220 -19.079 -13.939 -0.05
H -9.089 -18.843 -14.844 0.00
H -9.454 -20.009 -13.971 0.00
O -10.766 -17.480 -15.835 -0.07
H -11.152 -16.788 -16.386 0.04
H -11.559 -17.696 -15.298 0.01
```

---

Density functional theory data (ωB97M-V/def2-TZVPD) for a structure of composition CH3O2P at a distorted geometry.

- E (eV) = -14467.403
- orbital gap (alpha / beta) (Eh) = 0.2826 / 0.2826
- charge = 0
- HOMO level (alpha / beta) (eV) = -9.276 / -9.277

Structure (XYZ):
```
7
Properties=species:S:1:pos:R:3:nbo_charge:R:1
C 0.163 -0.397 1.002 -0.24
O -0.369 1.532 -2.776 -0.95
O -0.050 0.571 0.067 -0.82
P -0.414 0.239 -2.175 1.54
H 1.161 -0.852 0.917 0.15
H -0.593 -1.194 0.984 0.14
H 0.103 0.101 1.981 0.18
```

---

Density functional theory data (ωB97M-V/def2-TZVPD) for a cluster of 2 separate species, C10H15N5 in total at a distorted geometry.

- E (eV) = -18060.562
- SMILES = [H]/N=C(\N1CCCCC1)n1cccn1.C#N
- orbital gap (Eh) = 0.3477
- charge = 0
- HOMO level (eV) = -8.508

Structure (XYZ):
```
30
Properties=species:S:1:pos:R:3:nbo_charge:R:1
H -1.716 1.922 -0.560 0.35
N -1.875 0.979 -0.709 -0.75
C -0.883 0.238 -0.406 0.61
N 0.386 0.634 -0.057 -0.44
C 0.503 1.817 0.795 -0.19
C 0.877 1.195 2.224 -0.41
C 2.199 0.421 2.194 -0.42
C 2.166 -0.705 1.221 -0.46
C 1.570 -0.178 -0.105 -0.20
N -0.967 -1.160 -0.773 -0.21
C -1.749 -1.710 -1.781 -0.03
C -1.499 -3.076 -1.635 -0.33
C -0.710 -3.212 -0.500 -0.06
N -0.417 -2.051 0.017 -0.28
H -0.278 2.439 0.796 0.20
H 1.412 2.447 0.400 0.18
H -0.006 0.523 2.319 0.21
H 0.917 2.058 2.990 0.21
H 3.168 1.104 1.983 0.20
H 2.434 0.014 3.204 0.22
H 3.166 -0.872 0.793 0.22
H 1.441 -1.571 1.385 0.25
H 2.220 0.626 -0.589 0.19
H 1.315 -0.974 -0.830 0.23
H -2.272 -1.111 -2.506 0.25
H -1.831 -4.022 -2.215 0.24
H -0.248 -4.129 -0.079 0.21
C -3.061 2.673 -2.466 0.09
N -2.222 3.366 -2.840 -0.33
H -4.039 2.314 -2.270 0.23
```

---

Density functional theory data (ωB97M-V/def2-TZVPD) for a structure of composition C14H13N3O3S2 at a distorted geometry.

- E (eV) = -47010.928
- orbital gap (Eh) = 0.2527
- charge = 0
- HOMO level (eV) = -8.000

Structure (XYZ):
```
35
Properties=species:S:1:pos:R:3:nbo_charge:R:1
C -5.342 -2.056 0.927 -0.25
H -5.018 -1.919 1.964 0.18
O -5.072 -0.917 0.147 -0.49
C -3.776 -0.506 0.026 0.29
C -2.677 -1.145 0.591 -0.30
C -1.403 -0.643 0.395 -0.19
C -1.201 0.512 -0.349 0.18
C -2.301 1.154 -0.912 -0.25
C -3.570 0.645 -0.733 -0.24
H -4.427 1.134 -1.168 0.22
H -2.173 2.056 -1.490 0.22
N 0.117 0.978 -0.518 -0.70
S 1.008 1.393 0.844 2.32
O 1.208 2.815 0.874 -0.94
O 0.469 0.764 2.008 -0.91
C 2.595 0.651 0.454 -0.36
C 3.722 1.420 0.381 -0.15
C 4.985 0.856 0.105 -0.21
C 5.137 -0.488 -0.100 -0.17
C 3.996 -1.306 -0.032 0.07
N 3.923 -2.627 -0.201 -0.61
S 2.397 -3.084 -0.025 0.99
N 1.740 -1.651 0.268 -0.64
C 2.702 -0.730 0.247 0.17
H 6.097 -0.934 -0.307 0.23
H 5.844 1.508 0.059 0.23
H 3.619 2.481 0.546 0.25
C 0.434 1.831 -1.640 -0.42
H 1.517 1.820 -1.765 0.21
H 0.119 2.866 -1.479 0.20
H -0.035 1.431 -2.538 0.22
H -0.550 -1.139 0.826 0.25
H -2.796 -2.038 1.182 0.22
H -4.865 -2.951 0.513 0.17
H -6.423 -2.180 0.902 0.20
```

---

These records have relative energy (zero: lowest compared OMol25 entry of this formula, charge and spin) values of 4.2, 0.0, 55.4, 59.2, 0.0 kcal/mol, in the order they appear.